Here is a molecular structure, C2F6NO4S2Sm from the Open Molecules 2025 dataset. Energies are from ωB97M-V/def2-TZVPD.

Geometry (Å):
Sm  0.75  2.70  1.47
N  0.00  -0.71  -0.02
S  1.16  0.02  -0.81
O  1.07  -0.15  -2.24
O  1.40  1.40  -0.30
C  2.66  -0.95  -0.24
F  2.43  -2.23  -0.42
F  2.88  -0.70  1.03
F  3.69  -0.56  -0.97
S  -1.34  -0.38  0.74
O  -1.85  -1.59  1.36
C  -2.79  0.42  -0.10
F  -3.85  0.34  0.67
F  -2.54  1.69  -0.36
F  -3.02  -0.20  -1.24
O  -0.66  0.90  1.44

Frontier orbital gap (alpha / beta) (eV): 7.9 / 8.7
Largest force on an atom (eV Å⁻¹): 5.5
Total charge: +1
<S²>: 12.007
HOMO (alpha / beta) (eV): -13.16 / -13.92
Spin multiplicity: 7

Here is a molecular structure, C2F6NO4S2Sn from the Open Molecules 2025 dataset. Energies are from ωB97M-V/def2-TZVPD.

Geometry (Å):
Sn  4.62  0.58  1.93
C  -1.76  0.52  1.71
F  -2.80  -0.25  1.98
F  -2.14  1.14  0.57
F  -1.64  1.44  2.62
S  -0.21  -0.64  1.50
O  0.62  -0.60  2.70
O  -0.68  -1.97  1.23
N  0.73  0.17  0.24
S  0.18  -0.65  -0.99
O  0.81  -1.91  -1.16
O  -1.28  -0.62  -1.17
C  0.79  0.45  -2.54
F  2.09  0.45  -2.63
F  0.23  0.16  -3.65
F  0.44  1.72  -2.33

Frontier orbital gap (eV): 3.3
Largest force on an atom (eV Å⁻¹): 6.4
Total charge: +1
HOMO (eV): -12.83